11
Properties=species:S:1:pos:R:3:forces:R:3:nbo_charge:R:1 method="wB97M-V/def2-TZVPD" charge=0 homo_energy_ev=-8.86 smiles="CC(=S)CS" lumo_energy_ev=-0.20 orbital_gap_ha=0.3185 de_lowest_kj_mol=146.7 molar_mass_g_mol=106.2
C -0.815 1.284 -0.537 -0.65 -1.21 -1.98 -0.68
C -0.865 -0.193 -0.149 0.86 1.54 0.45 -0.09
S -2.258 -0.961 0.016 -0.50 -0.49 -0.12 0.08
C 0.384 -0.985 0.224 1.89 1.21 1.52 -0.50
S 2.340 -0.526 0.188 -1.26 0.59 0.59 -0.15
H -0.292 1.897 0.176 -0.21 0.30 0.58 0.24
H -1.852 1.615 -0.898 1.61 -0.22 1.03 0.24
H -0.154 1.319 -1.425 -0.19 0.10 0.17 0.23
H 0.294 -1.307 1.258 -0.23 -0.17 -0.12 0.25
H 0.528 -1.822 -0.378 -0.45 -1.49 -1.00 0.24
H 2.690 -0.320 1.525 -0.86 -0.16 -1.13 0.14


16
Properties=species:S:1:pos:R:3:forces:R:3:nbo_charge:R:1 method="wB97M-V/def2-TZVPD" charge=0 homo_energy_ev=-9.69 smiles=CC1(CO)CC1 lumo_energy_ev=0.92 orbital_gap_ha=0.3900 de_lowest_kj_mol=275.4 molar_mass_g_mol=86.1
C 0.491 1.333 -0.314 0.56 0.36 -0.29 -0.68
C -0.269 0.054 0.020 1.08 -0.08 -0.04 -0.10
C 0.780 -0.522 0.984 1.35 -0.49 0.03 -0.05
O 2.294 -0.196 0.640 -1.37 -1.46 0.60 -0.76
C -1.034 -0.799 -0.971 0.40 -0.02 -0.12 -0.42
C -1.799 -0.126 0.131 0.51 0.19 0.29 -0.41
H 0.575 1.485 -1.386 -0.31 0.33 -0.19 0.20
H 0.064 2.210 0.190 0.20 -0.11 -0.24 0.21
H 1.589 1.062 0.050 -2.47 2.07 -1.01 0.29
H 0.831 -1.592 1.069 -0.46 -0.50 0.34 0.19
H 0.667 -0.008 1.949 0.29 -0.41 -0.25 0.20
H 2.594 -0.549 -0.224 -0.76 -0.11 0.67 0.47
H -0.929 -1.882 -0.906 0.04 0.22 0.01 0.21
H -1.158 -0.428 -1.987 0.06 -0.02 0.20 0.21
H -2.446 0.715 -0.143 0.48 -0.15 0.14 0.22
H -2.249 -0.760 0.900 0.39 0.18 -0.13 0.21